Version one
The following is a DFT calculation (ωB97M-V with the def2-TZVPD basis set) of a single C4H11NS molecule.

Summary:
Charge: 0
Gap between HOMO and LUMO (eV): 7.28
SMILES string: CC=[SH](N)=CC

Element x y z (Å)
C  0.46907  1.01075  1.45559
C  0.94668  -1.25765  -0.09302
C  -0.78877  1.59913  2.00947
C  0.82899  -2.12427  -1.30215
N  -0.62893  0.61264  -1.59192
S  -0.03983  0.07483  -0.07330
H  1.17018  1.85992  1.37475
H  1.84846  -1.06857  0.54870
H  -0.53001  1.89176  2.98940
H  -1.63639  0.92602  2.02358
H  -1.39867  2.47967  1.62497
H  0.28113  -3.04771  -1.02196
H  1.80670  -2.47876  -1.81666
H  0.40841  -1.66531  -2.23317
H  -1.48938  0.41692  -1.88709
H  0.03690  1.03278  -2.33027
H  -1.28453  -0.26214  0.32308

Version two
The following is a DFT calculation (ωB97M-V with the def2-TZVPD basis set) of 2 unconnected molecules or ions with the total composition C4H11NS.

Summary:
Charge: 0
Gap between HOMO and LUMO (eV): 8.65
SMILES string: C=CN.CSC

Element x y z (Å)
C  1.23584  -1.99275  0.24440
S  0.31666  -1.22175  -1.09666
C  1.38405  -1.61593  -2.48453
H  0.82604  -1.57413  1.16139
H  1.12000  -3.07172  0.32194
H  2.26916  -1.66134  0.20613
H  1.44817  -2.69416  -2.56369
H  2.36328  -1.14992  -2.37059
H  0.96304  -1.18131  -3.37088
C  -2.03346  1.94552  2.33495
C  -1.29945  2.34160  1.28473
N  -1.22976  1.81941  0.01498
H  -2.39865  0.94310  2.50213
H  -2.01122  2.63119  3.17189
H  -0.61719  3.17506  1.42431
H  -0.60800  2.32919  -0.57682
H  -1.72851  0.97795  -0.20367

Version three
The following is a DFT calculation (ωB97M-V with the def2-TZVPD basis set) of a single C4H11NS molecule.

Summary:
Charge: 0
Gap between HOMO and LUMO (eV): 9.08
SMILES string: CCSCNC

Element x y z (Å)
C  -1.07995  1.41376  -1.04213
C  -0.33418  1.60790  0.25477
S  1.41028  1.56640  0.27754
H  -1.19650  2.38063  -1.58426
H  -0.52355  0.64305  -1.57614
H  -2.08051  0.87002  -0.83916
H  -0.69281  2.38953  0.90896
H  -0.56796  0.65669  0.87456
C  -0.72650  -1.78045  0.03478
C  1.80918  -0.15103  0.78627
N  0.67249  -1.13511  0.39476
H  -0.89147  -1.72480  -1.11767
H  -0.51125  -2.74548  0.37672
H  -1.56828  -1.28958  0.52280
H  2.76789  -0.46183  0.17519
H  2.26967  -0.47496  1.75029
H  1.24345  -1.76474  -0.19729

Version four
The following is a DFT calculation (ωB97M-V with the def2-TZVPD basis set) of 2 unconnected molecules or ions with the total composition C4H11NS.

Summary:
Charge: 0
Gap between HOMO and LUMO (eV): 9.16
SMILES string: C=CN.CCS

Element x y z (Å)
C  2.65318  0.38821  -0.76099
C  1.70812  -0.12491  0.31574
S  1.24799  -1.87119  0.05387
H  3.55111  -0.22953  -0.76741
H  2.18430  0.40123  -1.74110
H  2.98454  1.39824  -0.49958
H  2.16169  -0.02615  1.29917
H  0.76930  0.42564  0.33220
C  -2.21737  0.16819  -0.13362
C  -1.83802  1.31722  0.42245
N  -2.16733  -1.08501  0.46298
H  -2.72694  0.16363  -1.08648
H  -2.18285  2.24069  -0.01682
H  -1.31164  1.41242  1.36353
H  -2.27386  -1.13951  1.46401
H  0.20286  -1.64735  -0.74634
H  -2.74506  -1.79182  0.03837

Short version: version one is the least stable of them.